ORCA calculation (ωB97M-V/def2-TZVPD) on a 2-piece molecular cluster, C4H8O2 overall at a distorted geometry.

E_HOMO, eV: -7.77
DFT total energy, eV: -8370.328
Structure (SMILES): C=C/C=C/O.O

```
14
Properties=species:S:1:pos:R:3:forces:R:3
C -2.735 -0.738 -0.136 0.78 0.30 0.87
C -1.737 0.173 -0.273 -1.49 -0.92 0.21
C -0.377 -0.030 -0.735 0.31 1.18 2.16
C 0.484 0.965 -0.437 0.14 -1.05 -1.28
O 1.739 1.035 -0.937 0.61 0.79 0.15
H -3.767 -0.419 -0.163 -0.06 0.25 0.66
H -2.545 -1.686 0.367 0.07 -0.61 -1.41
H -2.048 1.161 0.059 0.25 0.53 -1.13
H -0.036 -0.946 -1.184 -0.13 -0.11 -0.30
H 0.199 1.859 0.107 -0.17 0.04 -0.19
H 2.294 0.253 -0.821 -0.44 -0.21 0.21
H 2.427 0.066 1.650 0.13 -0.17 -0.56
H 3.261 -1.180 1.519 0.28 -0.46 0.08
O 2.842 -0.511 0.984 -0.29 0.45 0.53
```
Positions in Å, forces in eV/Å.